{"formula": "C2H4N4OS", "method": "ωB97M-V with the def2-TZVPD basis set", "elements": ["S", "O", "N", "N", "N", "N", "C", "C", "H", "H", "H", "H"], "positions_angstrom": [[-3.04, 0.65, -0.03], [-2.15, -1.94, 0.05], [-1.55, 1.96, 0.11], [-1.88, -0.62, -0.13], [0.48, -0.82, -0.39], [0.77, 1.65, -0.13], [-0.60, -0.18, -0.32], [-0.51, 1.25, -0.16], [-1.79, -2.15, 0.89], [0.39, -1.78, -0.60], [0.92, 2.60, -0.17], [1.57, 1.00, 0.10]], "de_lowest_kj_mol": 247.4, "lumo_energy_ev": 0.1, "fmax_ev_per_a": 2.9, "smiles": "[H]/N=c1/c(N)nsn1O", "homo_lumo_gap_ev": 8.3, "charge": 0}